18
Properties=species:S:1:pos:R:3:nbo_charge:R:1 method="wB97M-V/def2-TZVPD" e_lumo_ev=6.0 e_tot_ev=-20170.79403 charge=-2 spin_multiplicity=1 gap_ev=5.8 relative_energy_kcal_mol=9.3 smiles=NC[C@@H](C[S-])NC[O-]
H -0.625 -0.600 -1.694 0.15
H -0.220 -1.416 1.724 0.18
O 3.549 -0.093 0.679 -0.95
C -0.135 0.132 0.218 -0.09
H -0.039 1.039 -1.698 0.17
H 2.022 0.929 1.610 0.03
H -0.599 -1.909 0.120 0.16
H -2.658 0.367 -0.539 0.40
H 2.481 1.501 -0.061 0.05
C -0.830 -1.130 0.861 -0.52
N 1.283 -0.255 -0.028 -0.70
H -2.428 0.763 -2.140 0.31
C -0.719 0.358 -1.171 -0.21
S -2.599 -1.023 1.325 -0.76
H 1.441 -1.139 0.460 0.34
N -2.090 0.908 -1.187 -0.89
H -0.275 0.960 0.908 0.17
C 2.442 0.608 0.615 0.17

17
Properties=species:S:1:pos:R:3:nbo_charge:R:1 method="wB97M-V/def2-TZVPD" e_lumo_ev=-0.2 e_tot_ev=-15435.83865 spin_multiplicity=1 gap_ev=10.1 relative_energy_kcal_mol=117.1
C 2.032 0.068 0.540 -0.72
C -0.471 0.318 0.496 -0.26
C 1.194 -1.584 -1.843 0.37
N 0.092 -1.753 -1.422 -0.57
C 0.844 0.603 -0.239 0.60
O 0.831 1.208 -1.289 -0.49
O -1.744 2.225 0.086 -0.33
H 1.780 -1.003 0.681 0.24
H -0.316 -0.161 1.520 0.25
H 2.117 0.341 1.617 0.25
H 2.873 0.317 -0.009 0.25
O -1.074 1.934 2.113 -0.39
C -1.522 -0.481 -0.260 -0.17
H -1.848 -2.114 -1.525 0.22
N -1.205 1.583 0.927 0.54
H -2.426 -0.055 -0.274 0.23
C -1.157 -1.447 -1.119 -0.02